Record 1
Below is C7H15N in the gas phase, with properties calculated with wB97M-V/def2-TZVPD.

Last column: natural (NBO) charge in e.
Atoms and positions in Å:
N  -0.1677  -0.0614  3.0548  -0.843
C  0.6292  -0.6494  2.0235  0.188
C  -1.5435  0.1995  -2.9989  -0.611
C  -0.0016  1.2115  -1.2291  -0.388
C  1.8334  -1.3907  2.5371  -0.640
C  -0.4563  0.6923  0.1283  -0.432
C  0.4770  -0.3195  0.7433  -0.265
C  -0.1584  0.1863  -2.3493  -0.414
H  0.7130  0.2367  -3.0060  0.209
H  -1.6313  0.7523  -3.9344  0.209
H  2.6431  -0.6889  2.6866  0.223
H  1.2408  -0.6523  0.0504  0.191
H  -0.6073  2.1015  -1.4164  0.202
H  -0.7914  -0.7447  3.4683  0.368
H  -1.4637  0.2993  0.0152  0.206
H  1.0173  1.5900  -1.2003  0.203
H  1.6125  -1.8877  3.4813  0.212
H  -0.5511  1.5321  0.8372  0.194
H  -0.0339  -0.8173  -1.9309  0.201
H  -1.9348  -0.8009  -3.1742  0.208
H  -0.7155  0.7114  2.7011  0.363
H  -2.2583  0.6471  -2.3042  0.201
H  2.1485  -2.1473  1.8164  0.214

## Properties
* E_HOMO: -8.3127 eV
* frontier orbital gap: 9.37 eV
* charge: 0
* SMILES: CCCC/C=C(/C)N

=====

Record 2
Below is C7H15N in the gas phase, with properties calculated with wB97M-V/def2-TZVPD.

Last column: natural (NBO) charge in e.
Atoms and positions in Å:
N  0.1703  -0.1250  1.9636  -0.614
C  -0.1618  1.6780  0.2091  -0.411
C  -0.0384  0.3118  -1.9622  -0.166
C  0.8150  0.8624  1.0607  -0.236
C  0.0416  1.6828  -1.3277  -0.433
C  0.0125  -1.4949  1.4340  -0.217
C  -1.2584  -1.7659  0.6106  -0.640
C  1.0133  -0.4819  -2.0657  -0.411
H  0.9712  -1.5571  -2.2167  0.198
H  -0.0985  2.7292  0.5218  0.211
H  -0.7282  2.3435  -1.7070  0.209
H  1.0132  2.0833  -1.6371  0.204
H  2.0139  -0.2132  -1.7408  0.189
H  -0.7547  0.2322  2.1404  0.338
H  -1.0529  -0.0356  -2.0777  0.196
H  -1.2005  1.3850  0.3356  0.198
H  -2.0394  -1.0297  0.8022  0.200
H  0.9140  -1.6685  0.8529  0.188
H  -1.0029  -1.8275  -0.4509  0.213
H  -1.6698  -2.7164  0.9193  0.211
H  1.5331  1.4435  1.6461  0.196
H  1.4662  0.3080  0.3881  0.189
H  0.0412  -2.1440  2.3014  0.188

## Properties
* E_HOMO: -8.5502 eV
* frontier orbital gap: 9.70 eV
* charge: 0
* SMILES: C=CCCCNCC

=====

Record 3
Below is 2 unconnected molecules or ions with the total composition C7H15N, with properties calculated with wB97M-V/def2-TZVPD.

Last column: natural (NBO) charge in e.
Atoms and positions in Å:
N  -2.0121  -0.7389  -0.0086  -0.438
C  -0.3889  1.7257  0.5838  -0.709
C  -0.3245  0.5450  -1.6700  -0.718
C  -0.1230  0.5124  -0.1793  0.316
C  2.2014  -0.0134  0.8110  -0.610
C  -2.8866  -0.2597  0.6824  -0.160
C  0.9527  -1.7867  -0.4466  -0.621
C  0.7643  -0.5751  0.4444  -0.292
H  -2.6813  0.6412  1.4062  0.117
H  1.5359  -1.3938  -1.2538  0.195
H  -0.0324  -2.3470  -0.6615  0.246
H  -0.9998  -0.2455  -2.0898  0.268
H  0.5717  0.2277  -2.3271  0.228
H  1.6345  -2.5334  -0.1079  0.212
H  2.6923  -0.8404  1.3079  0.219
H  0.1162  -0.9204  1.2627  0.232
H  -3.8835  -0.6655  0.5453  0.180
H  0.0146  2.8094  0.2072  0.241
H  0.2050  1.6171  1.5499  0.218
H  2.0813  0.8950  1.3658  0.209
H  -0.7303  1.4613  -2.0920  0.222
H  2.7353  0.0502  -0.1348  0.205
H  -1.4429  1.8348  0.8048  0.240

## Properties
* E_HOMO (alpha / beta): -7.7001 / -7.5924 eV
* frontier orbital gap (alpha / beta): 8.26 / 8.12 eV
* charge: 0

=====

Record 4
Below is C7H15N in the gas phase, with properties calculated with wB97M-V/def2-TZVPD.

Last column: natural (NBO) charge in e.
Atoms and positions in Å:
N  -0.1165  0.0102  0.3318  -0.445
C  -1.4210  0.5453  0.7787  -0.222
C  -0.5912  2.0444  -0.8966  -0.435
C  2.1367  -1.7073  0.6633  -0.627
C  0.3257  0.8368  -0.8206  -0.237
C  -0.3013  -1.3868  -0.0210  -0.210
C  -1.3176  2.0369  0.4369  -0.406
C  1.0422  -2.0908  -0.3558  -0.410
H  0.4320  0.2814  -1.7532  0.186
H  0.9304  -3.1662  -0.2925  0.205
H  -0.1202  3.0156  -1.0247  0.217
H  -2.2840  0.1088  0.2984  0.174
H  1.3982  1.0442  -0.5779  0.195
H  -1.1403  1.9895  -1.8364  0.210
H  1.3583  -1.9023  -1.3807  0.193
H  2.8899  -1.1180  0.1235  0.202
H  -1.4432  0.4932  1.8831  0.200
H  2.7400  -2.5466  1.0268  0.205
H  -0.7451  -1.9613  0.8073  0.197
H  -0.7998  2.5660  1.2323  0.206
H  1.7337  -1.1024  1.4589  0.226
H  -0.9206  -1.5499  -0.9087  0.164
H  -2.2908  2.5297  0.3872  0.212

## Properties
* E_HOMO: -8.5137 eV
* frontier orbital gap: 9.63 eV
* charge: 0
* SMILES: CCCN1CCCC1

=====

Record 5
Below is a gas-phase ion, C7H15N (charge +1), with properties calculated with wB97M-V/def2-TZVPD.

Last column: natural (NBO) charge in e.
Atoms and positions in Å:
N  0.7230  -1.5039  0.5310  0.048
C  -0.3350  -2.4956  1.1068  -0.421
C  -1.2751  2.4814  -0.9848  -0.190
C  0.1877  -0.1493  0.6147  -0.267
C  -1.2827  0.9862  -1.1512  -0.453
C  0.0549  0.3187  -0.8906  -0.386
C  1.9387  -1.7601  1.2702  -0.485
C  -0.4699  3.3329  -1.5785  -0.373
H  0.9959  0.8654  -1.0710  0.242
H  -0.5944  4.4111  -1.5724  0.221
H  -1.7363  0.7919  -2.1155  0.250
H  0.2692  3.0925  -2.3299  0.197
H  0.9505  0.4765  1.0782  0.238
H  -0.0551  -3.5033  0.8301  0.245
H  -0.3678  -2.2376  2.1593  0.244
H  -1.9965  0.5560  -0.4419  0.203
H  -2.0722  2.7433  -0.2875  0.211
H  -0.7467  -0.1011  1.1563  0.242
H  2.8127  -1.1412  1.0468  0.259
H  1.7805  -1.5999  2.3502  0.266
H  -1.2501  -2.2184  0.5869  0.233
H  0.2568  -0.5303  -1.5469  0.230
H  2.2120  -2.8152  1.2398  0.248

## Properties
* E_HOMO (alpha / beta): -12.9368 / -12.8986 eV
* frontier orbital gap (alpha / beta): 10.26 / 5.25 eV
* spin multiplicity: 2
* charge: +1

=====

DFT total energy values (in eV) by entry order: -8991.7800, -8990.8784, -8988.1511, -8991.5917, -8982.1367.
Relative energy (zero: lowest compared OMol25 entry of this formula, charge and spin) values (in kJ/mol) by entry order: 68.5, 155.5, 418.6, 86.7, 295.7.